Molecular formula: C2H4
Method: DFT, wB97M-V/def2-TZVPD

```
6
C2H4 | OMol25 | wB97M-V/def2-TZVPD
C 0.661 0.061 -0.568
C -0.509 -0.203 -1.011
H 0.660 0.480 -1.705
H 1.373 1.325 -0.022
H -1.260 -1.156 1.560
H -0.925 -0.507 1.746
```

Multiplicity   2
Orbital gap (spin up / spin down)   0.230 / 0.361 Ha
Lowest unoccupied orbital energy (spin up / spin down)   5.92 / 5.85 eV
Energy relative to the best compared isomer or geometry (same formula, charge and spin)   3.881 eV
Total charge   -1
Expectation value of S²   0.758
Max |F|   0.033 hartree/bohr
HOMO level (spin up / spin down)   -0.34 / -3.97 eV

For reference, the Mulliken charges in units of e are:
1. C -0.68
2. C -0.68
3. H 0.16
4. H 0.21
5. H 0.05
6. H -0.06

***

Molecular formula: C39H104O13
Method: DFT, wB97M-V/def2-TZVPD

```
156
C39H104O13 | OMol25 | wB97M-V/def2-TZVPD
C 3.781 0.520 0.755
C 4.093 0.568 -0.731
C 2.998 0.204 -1.710
O 4.652 1.854 -1.046
H 4.671 0.837 1.301
H 3.447 -0.441 1.137
H 3.026 1.279 0.982
H 4.898 -0.155 -0.921
H 2.156 0.902 -1.672
H 2.556 -0.766 -1.465
H 3.424 0.135 -2.710
H 5.270 1.769 -1.775
C -1.487 1.709 4.720
C -1.814 0.233 4.625
C -2.800 -0.230 5.680
O -2.395 -0.021 3.314
H -0.757 1.937 5.499
H -2.361 2.353 4.838
H -1.055 2.014 3.766
H -0.920 -0.392 4.595
H -2.410 -0.066 6.685
H -3.047 -1.285 5.549
H -3.753 0.300 5.583
H -3.328 0.221 3.361
C -0.338 -2.792 3.261
C 0.289 -4.033 3.873
C -0.071 -5.299 3.110
O 1.707 -3.939 4.009
H 0.054 -1.889 3.739
H -1.427 -2.830 3.324
H -0.121 -2.653 2.197
H -0.116 -4.185 4.883
H -1.140 -5.375 2.899
H 0.216 -6.201 3.649
H 0.413 -5.266 2.130
H 1.863 -3.167 4.584
C 1.819 3.453 3.074
C 1.011 4.429 2.232
C -0.227 4.920 2.936
O 1.795 5.569 1.901
H 1.238 2.549 3.269
H 2.150 3.949 3.987
H 2.720 3.178 2.521
H 0.646 3.904 1.336
H -0.811 5.615 2.331
H -0.007 5.407 3.890
H -0.909 4.092 3.153
H 2.445 5.254 1.241
C 4.336 5.233 -2.064
C 3.133 5.161 -1.130
C 1.904 4.562 -1.809
O 3.456 4.325 0.003
H 4.066 5.795 -2.959
H 4.618 4.221 -2.356
H 5.145 5.748 -1.550
H 2.889 6.173 -0.805
H 1.525 5.241 -2.579
H 1.048 4.431 -1.145
H 2.156 3.618 -2.299
H 3.834 3.521 -0.395
C -0.802 1.355 -0.921
C -0.345 0.255 0.023
C 0.325 0.854 1.253
O -1.516 -0.489 0.417
H -1.703 1.829 -0.533
H -0.962 1.060 -1.959
H -0.022 2.122 -1.006
H 0.409 -0.375 -0.454
H 0.516 0.071 1.990
H -0.276 1.677 1.646
H 1.283 1.291 0.966
H -1.653 -0.307 1.358
C 2.423 -2.554 -4.332
C 0.993 -2.483 -3.867
C 0.694 -1.344 -2.918
O 0.189 -2.269 -5.051
H 2.603 -3.449 -4.926
H 3.127 -2.610 -3.494
H 2.673 -1.673 -4.927
H 0.703 -3.474 -3.493
H -0.362 -1.226 -2.703
H 1.029 -0.386 -3.331
H 1.368 -1.492 -2.066
H -0.745 -2.439 -4.799
C -1.432 -4.350 -0.340
C -2.772 -3.686 -0.578
C -3.525 -3.365 0.717
O -2.520 -2.450 -1.251
H -0.740 -3.643 0.132
H -0.884 -4.687 -1.224
H -1.457 -5.241 0.294
H -3.370 -4.359 -1.195
H -3.008 -2.569 1.258
H -3.600 -4.253 1.348
H -4.534 -3.017 0.504
H -2.158 -1.846 -0.577
C 3.204 -0.650 3.916
C 2.793 -0.513 5.378
C 2.057 0.779 5.647
O 1.947 -1.628 5.679
H 3.975 0.086 3.679
H 2.347 -0.461 3.265
H 3.602 -1.635 3.679
H 3.684 -0.546 6.014
H 1.219 0.940 4.960
H 2.640 1.702 5.601
H 1.639 0.796 6.661
H 1.498 -1.443 6.512
C -5.009 0.048 -0.436
C -5.754 -0.943 -1.306
C -6.968 -1.578 -0.634
O -6.274 -0.238 -2.460
H -4.105 0.381 -0.942
H -4.683 -0.423 0.495
H -5.658 0.874 -0.145
H -5.158 -1.815 -1.596
H -7.707 -0.855 -0.281
H -6.619 -2.203 0.196
H -7.531 -2.273 -1.265
H -6.791 -0.903 -2.927
C -1.606 4.197 -6.057
C -0.914 4.477 -4.736
C -1.195 3.442 -3.627
O 0.506 4.603 -4.856
H -1.246 3.269 -6.500
H -1.481 5.013 -6.765
H -2.665 4.124 -5.794
H -1.229 5.430 -4.309
H -2.259 3.443 -3.375
H -0.626 3.700 -2.739
H -0.978 2.428 -3.970
H 0.883 3.722 -4.955
C -3.035 0.029 -4.097
C -3.360 -1.318 -4.689
C -3.136 -1.337 -6.195
O -2.468 -2.312 -4.142
H -3.567 0.808 -4.649
H -1.969 0.215 -4.257
H -3.278 0.089 -3.037
H -4.381 -1.660 -4.494
H -2.280 -0.688 -6.401
H -4.008 -0.927 -6.705
H -2.933 -2.336 -6.574
H -2.403 -2.192 -3.177
C 4.554 -3.917 -0.158
C 3.568 -3.374 0.866
C 2.439 -2.588 0.230
O 3.082 -4.458 1.640
H 5.362 -4.451 0.344
H 5.022 -3.083 -0.687
H 4.069 -4.597 -0.858
H 4.109 -2.717 1.564
H 1.794 -3.192 -0.412
H 2.751 -1.713 -0.346
H 1.830 -2.195 1.051
H 2.599 -4.105 2.420
```

Orbital gap   0.351 Ha
Lowest unoccupied orbital energy   0.21 eV
Energy relative to the best compared isomer or geometry (same formula, charge and spin)   0.683 eV
Max |F|   0.038 hartree/bohr
HOMO level   -9.35 eV

Mulliken atomic charge list, values in e, 99 entries:
1. C 0.63
2. C -0.25
3. C 0.70
4. O -0.58
5. H 0.65
6. H -0.28
7. H -0.93
8. H 0.22
9. H -0.44
10. H -0.24
11. H 0.71
12. H 0.32
13. C -0.77
14. C 1.54
15. C -1.71
16. O -0.28
17. H 0.34
18. H 0.47
19. H -0.33
20. H -0.82
21. H 0.42
22. H 0.38
23. H 0.43
24. H 0.15
25. C 1.80
26. C 0.38
27. C -1.42
28. O -0.75
29. H -1.40
30. H 0.55
31. H -0.98
32. H 0.27
33. H 0.36
34. H 0.42
35. H 0.23
36. H 0.33
37. C -0.66
38. C 1.84
39. C -1.56
40. O -0.70
41. H -0.27
42. H 0.59
43. H 0.05
44. H -0.60
45. H 0.42
46. H 0.37
47. H 0.23
48. H 0.38
49. C -1.46
50. C 0.18
51. C -0.60
52. O -0.59
53. H 0.39
54. H 0.26
55. H 0.40
56. H 0.46
57. H 0.52
58. H 0.09
59. H 0.11
60. H 0.22
61. C -0.49
62. C 2.81
63. C 0.45
64. O 0.47
65. H 0.43
66. H -0.31
67. H -0.57
68. H -1.07
69. H -0.15
70. H 0.23
71. H -0.72
72. H -0.68
73. C -1.51
74. C 0.63
75. C 1.14
76. O -0.65
77. H 0.43
78. H 0.20
79. H 0.35
80. H 0.06
81. H -0.58
82. H 0.15
83. H -0.96
84. H 0.42
85. C -1.00
86. C 0.30
87. C -0.30
88. O 0.80
89. H -0.24
90. H 0.30
91. H 0.53
92. H 0.46
93. H -0.32
94. H 0.55
95. H -0.25
96. H -0.43
97. C -0.51
98. C 0.40
99. C -1.31

***

Molecular formula: C26H49FNO13PS2
Method: DFT, wB97M-V/def2-TZVPD

```
93
C26H49FNO13PS2 | OMol25 | wB97M-V/def2-TZVPD
C -1.625 2.095 4.160
C -0.383 1.352 3.686
C -0.122 1.697 2.237
O 1.062 1.112 1.707
C 0.900 -0.140 1.024
P 0.665 0.301 -0.813
C -1.130 0.411 -1.160
C 1.399 1.985 -1.018
C 0.455 3.177 -0.754
C -0.247 -1.010 1.609
O -1.436 -0.860 1.459
N 0.326 -2.039 2.406
C 1.541 -2.408 1.656
C 2.392 -3.465 2.378
C 2.302 -3.478 3.911
C 1.010 -4.102 4.461
S 0.475 -3.271 6.010
C 0.989 -3.125 0.369
C -0.179 -4.061 0.618
O -1.337 -3.491 0.039
C -2.506 -3.808 0.788
C -3.710 -3.116 0.197
C 2.184 -0.994 1.300
C 3.134 -1.320 0.132
C 4.175 -0.256 -0.276
C 5.034 -0.764 -1.431
O 5.759 0.001 -2.055
O 4.996 -2.108 -1.745
S 3.104 -0.340 2.710
O 3.767 0.869 2.373
O 2.267 -0.286 3.861
F 4.232 -1.401 2.911
H -1.410 3.163 4.162
H -2.477 1.940 3.503
H -1.908 1.823 5.170
H -0.582 0.286 3.789
H 0.475 1.607 4.294
H -1.004 1.538 1.623
H 0.054 2.772 2.217
H -1.532 -0.574 -1.358
H -1.236 0.984 -2.079
H -1.727 0.910 -0.405
H 1.727 1.992 -2.051
H 2.257 2.080 -0.366
H -0.575 2.909 -0.553
H 0.811 3.680 0.141
H 0.521 3.926 -1.534
H 0.453 -1.771 3.376
H 2.109 -4.460 2.052
H 3.444 -3.382 2.129
H 3.120 -4.103 4.261
H 2.464 -2.511 4.362
H 1.153 -5.142 4.726
H 0.168 -4.009 3.789
H 1.287 -2.205 6.061
H 1.813 -3.729 -0.006
H 0.776 -2.425 -0.434
H 0.022 -4.994 0.082
H -0.312 -4.326 1.662
H -2.636 -4.893 0.783
H -2.371 -3.436 1.804
H -3.470 -2.088 -0.047
H -4.143 -3.654 -0.638
H -4.466 -3.097 0.978
H 2.554 -1.533 -0.754
H 3.696 -2.222 0.337
H 3.743 0.675 -0.605
H 4.879 -0.126 0.537
H 4.199 -2.320 -2.238
C -8.113 -0.703 -3.919
O -7.228 -1.267 -4.889
C -6.333 -2.112 -4.382
O -6.224 -2.415 -3.225
O -5.577 -2.563 -5.381
C -4.564 -3.486 -4.976
H -8.783 -0.041 -4.460
H -8.694 -1.481 -3.430
H -7.557 -0.127 -3.181
H -5.009 -4.372 -4.527
H -3.873 -3.017 -4.278
H -4.027 -3.771 -5.876
C 0.393 7.485 -4.813
O 0.830 7.411 -3.454
C 2.050 7.907 -3.247
O 2.767 8.385 -4.083
O 2.333 7.781 -1.952
C 3.621 8.277 -1.583
H -0.603 7.053 -4.840
H 0.346 8.519 -5.146
H 1.052 6.909 -5.460
H 3.698 9.341 -1.793
H 4.406 7.731 -2.104
H 3.721 8.114 -0.514
```

Orbital gap   0.316 Ha
Lowest unoccupied orbital energy   0.32 eV
SMILES string   CCCO[C@]1(P(C)CC)C(=O)N[C@@](CCCS)(CCOCC)[C@]1(CCC(=O)O)S(=O)(=O)F.COC(=O)OC.COC(=O)OC
Max |F|   0.056 hartree/bohr
HOMO level   -8.28 eV

For reference, the Mulliken charges in units of e are:
1. C -1.62
2. C 0.46
3. C -0.73
4. O -0.45
5. C 1.63
6. P 0.09
7. C -1.39
8. C -0.54
9. C -1.23
10. C -1.42
11. O -0.49
12. N 0.40
13. C 0.56
14. C -1.11
15. C -1.10
16. C -0.15
17. S -0.27
18. C -1.44
19. C -1.00
20. O -0.32
21. C -0.07
22. C -1.40
23. C 1.48
24. C -2.63
25. C 0.15
26. C 0.23
27. O -0.56
28. O -0.50
29. S 1.34
30. O -0.70
31. O -0.56
32. F -0.33
33. H 0.39
34. H 0.33
35. H 0.43
36. H -0.07
37. H 0.36
38. H 0.01
39. H 0.58
40. H 0.36
41. H 0.48
42. H 0.34
43. H 0.67
44. H 0.27
45. H 0.24
46. H 0.26
47. H 0.31
48. H 0.53
49. H 0.83
50. H 0.33
51. H 0.55
52. H 0.29
53. H 0.47
54. H -0.15
55. H 0.13
56. H 0.92
57. H 0.37
58. H 0.35
59. H 0.26
60. H 0.54
61. H 0.12
62. H 0.22
63. H 0.39
64. H 0.39
65. H 0.62
66. H 0.90
67. H -0.12
68. H 0.44
69. H 0.34
70. C -0.62
71. O -0.33
72. C 0.82
73. O -0.54
74. O -0.32
75. C -0.56
76. H 0.22
77. H 0.29
78. H 0.29
79. H 0.29
80. H 0.24
81. H 0.21
82. C -0.65
83. O -0.29
84. C 0.78
85. O -0.54
86. O -0.29
87. C -0.64
88. H 0.21
89. H 0.30
90. H 0.30
91. H 0.30
92. H 0.30
93. H 0.22

***

Molecular formula: C20H30N10
Method: DFT, wB97M-V/def2-TZVPD

```
60
C20H30N10 | OMol25 | wB97M-V/def2-TZVPD
C -2.379 5.311 0.254
C -2.069 4.087 -0.503
N -1.874 3.140 -1.123
H -1.533 5.985 0.155
H -2.497 5.017 1.299
H -3.338 5.730 -0.036
C 0.995 3.226 -2.953
C 2.078 3.356 -1.990
N 2.935 3.484 -1.241
H 1.361 3.682 -3.873
H 0.097 3.743 -2.625
H 0.720 2.182 -3.082
C 4.081 -0.064 -1.895
C 5.427 -0.629 -2.020
N 6.462 -1.113 -2.145
H 3.901 0.493 -0.981
H 3.447 -0.957 -1.900
H 3.716 0.532 -2.728
C 0.804 -0.136 6.392
C 0.715 -0.587 5.005
N 0.620 -0.924 3.920
H -0.084 -0.426 6.949
H 0.907 0.948 6.416
H 1.684 -0.558 6.875
C 1.853 2.062 1.972
C 2.495 3.347 2.276
N 2.994 4.350 2.492
H 1.894 1.933 0.890
H 0.830 2.078 2.333
H 2.476 1.304 2.444
C 0.996 -0.819 -4.637
C 2.163 -0.103 -5.178
N 3.028 0.500 -5.631
H 0.355 -0.993 -5.499
H 0.451 -0.174 -3.952
H 1.414 -1.685 -4.131
C -3.267 -1.919 -2.669
C -2.225 -2.716 -3.316
N -1.456 -3.392 -3.824
H -3.806 -2.633 -2.045
H -3.991 -1.623 -3.429
H -2.785 -1.083 -2.173
C 0.196 -3.758 2.516
C -0.495 -4.894 3.132
N -1.033 -5.780 3.614
H 0.461 -4.000 1.493
H 1.069 -3.452 3.085
H -0.548 -2.970 2.638
C -0.979 0.274 0.625
C -0.014 0.238 -0.468
N 0.829 0.261 -1.248
H -0.538 -0.274 1.459
H -1.910 -0.234 0.378
H -1.209 1.304 0.884
C -4.683 -3.561 1.499
C -3.383 -3.315 0.892
N -2.358 -3.121 0.415
H -5.441 -3.616 0.721
H -4.905 -2.661 2.082
H -4.654 -4.397 2.190
```

Orbital gap   0.396 Ha
Lowest unoccupied orbital energy   -0.16 eV
Energy relative to the best compared isomer or geometry (same formula, charge and spin)   0.632 eV
SMILES string   CC#N.CC#N.CC#N.CC#N.CC#N.CC#N.CC#N.CC#N.CC#N.CC#N
Max |F|   0.023 hartree/bohr
HOMO level   -10.95 eV

For reference, the Mulliken charges in units of e are:
1. C -0.80
2. C 0.39
3. N -0.39
4. H 0.28
5. H 0.27
6. H 0.30
7. C -0.34
8. C 0.41
9. N -0.47
10. H 0.36
11. H 0.19
12. H -0.17
13. C -0.30
14. C 0.14
15. N -0.39
16. H 0.16
17. H 0.22
18. H 0.13
19. C -0.85
20. C 0.30
21. N -0.29
22. H 0.28
23. H 0.28
24. H 0.28
25. C 0.05
26. C 0.09
27. N -0.40
28. H -0.22
29. H 0.19
30. H 0.23
31. C -0.43
32. C 0.17
33. N -0.46
34. H 0.38
35. H 0.05
36. H 0.27
37. C -0.42
38. C 0.34
39. N -0.44
40. H 0.09
41. H 0.36
42. H 0.06
43. C -0.54
44. C 0.27
45. N -0.43
46. H 0.31
47. H 0.33
48. H 0.06
49. C -0.57
50. C 0.14
51. N -0.10
52. H 0.11
53. H 0.26
54. H 0.20
55. C -0.85
56. C 0.35
57. N -0.32
58. H 0.30
59. H 0.27
60. H 0.30